Record 1
{
  "formula": "C30H44BrHfN3P2",
  "method": "wB97M-V/def2-TZVPD",
  "symbols": ["C", "C", "C", "C", "N", "C", "C", "C", "C", "C", "C", "C", "C", "C", "Hf", "P", "H", "H", "H", "H", "H", "H", "H", "H", "C", "C", "H", "H", "H", "H", "H", "C", "C", "H", "H", "H", "H", "H", "C", "C", "H", "H", "H", "H", "H", "Br", "P", "C", "C", "H", "H", "H", "H", "H", "C", "C", "H", "H", "H", "H", "H", "C", "C", "H", "H", "H", "H", "H", "N", "C", "C", "C", "N", "C", "C", "H", "H", "H", "H", "H", "H"],
  "xyz": [[-4.00, -3.07, 1.69], [-3.26, -2.94, 0.49], [-3.90, -2.82, -0.76], [-5.26, -3.15, -0.79], [-5.92, -3.50, 0.34], [-5.33, -3.42, 1.55], [-1.82, -2.95, 0.62], [-0.62, -2.70, 0.55], [0.82, -2.82, 0.36], [1.79, -1.82, 0.91], [2.92, -1.48, -0.06], [3.33, -2.59, -0.80], [2.73, -3.86, -0.61], [1.45, -3.96, -0.04], [1.52, 0.26, 0.38], [-1.12, 0.64, 0.70], [-3.37, -2.71, -1.69], [-3.53, -3.15, 2.65], [-5.79, -3.25, -1.73], [-5.92, -3.75, 2.40], [0.98, -4.92, 0.08], [2.12, -1.99, 1.93], [3.33, -4.73, -0.92], [3.63, -0.57, -0.11], [-1.11, 2.57, 0.83], [-2.37, 3.42, 0.60], [-0.36, 2.91, 0.10], [-0.72, 2.88, 1.81], [-2.17, 4.51, 0.68], [-2.80, 3.30, -0.39], [-3.17, 3.26, 1.33], [-2.26, 0.40, -0.75], [-3.73, 0.55, -0.36], [-2.02, -0.62, -1.10], [-2.03, 1.08, -1.58], [-4.41, 0.40, -1.21], [-4.01, -0.21, 0.37], [-3.98, 1.53, 0.04], [-1.92, 0.09, 2.29], [-2.98, 1.01, 2.91], [-1.09, -0.02, 3.02], [-2.33, -0.93, 2.18], [-3.39, 0.64, 3.85], [-2.57, 2.00, 3.12], [-3.85, 1.15, 2.27], [5.08, -2.25, -1.84], [1.42, 0.83, -2.33], [0.07, 1.88, -2.88], [0.54, 2.91, -3.89], [-0.40, 2.36, -2.00], [-0.67, 1.20, -3.30], [-0.31, 3.56, -4.12], [1.35, 3.54, -3.51], [0.88, 2.45, -4.82], [3.02, 1.65, -2.41], [3.78, 1.39, -3.69], [3.62, 1.34, -1.55], [2.83, 2.72, -2.28], [4.77, 1.82, -3.62], [3.92, 0.33, -3.90], [3.30, 1.83, -4.56], [1.42, -0.67, -3.33], [1.11, -0.44, -4.80], [0.67, -1.34, -2.89], [2.40, -1.15, -3.19], [1.11, -1.40, -5.31], [0.13, 0.00, -4.97], [1.85, 0.20, -5.30], [4.06, 1.54, 5.65], [3.21, 1.16, 4.65], [2.81, 2.08, 3.67], [2.01, 1.67, 2.61], [1.54, 0.40, 2.56], [1.84, -0.49, 3.58], [2.73, -0.15, 4.55], [4.38, 2.50, 5.61], [4.42, 0.84, 6.29], [3.20, 3.09, 3.75], [1.79, 2.36, 1.79], [1.49, -1.50, 3.49], [3.09, -0.93, 5.21]],
  "lowdin_charge": [0.00, -0.24, -0.01, -0.06, 0.12, -0.07, 0.13, 0.09, -0.15, -0.28, -0.28, -0.46, 0.07, 0.06, 1.52, 0.93, 0.12, 0.12, 0.13, 0.14, 0.16, 0.12, 0.16, 0.11, -0.37, -0.12, 0.05, 0.08, 0.11, 0.08, 0.08, -0.36, -0.11, 0.06, 0.07, 0.11, 0.06, 0.06, -0.35, -0.10, 0.07, 0.05, 0.10, 0.07, 0.07, 0.80, 0.85, -0.40, -0.10, 0.05, 0.09, 0.10, 0.08, 0.09, -0.40, -0.11, 0.06, 0.09, 0.10, 0.06, 0.09, -0.39, -0.10, 0.08, 0.06, 0.10, 0.08, 0.08, 0.23, -0.25, 0.05, -0.17, -0.16, -0.08, 0.05, 0.14, 0.15, 0.14, 0.11, 0.12, 0.15],
  "orbital_gap_ha": 0.146,
  "lumo_ev": -14.683,
  "homo_ev": -18.7,
  "e_above_lowest_kcal_mol": 0.0,
  "total_energy_ha": -4636.85759,
  "charge": 4
}

Record 2
{
  "formula": "BeFH6O3",
  "method": "wB97M-V/def2-TZVPD",
  "symbols": ["Be", "F", "O", "H", "H", "O", "H", "H", "O", "H", "H"],
  "xyz": [[-10.39, 28.83, -6.57], [-9.42, 29.70, -5.82], [-10.18, 29.02, -8.22], [-9.50, 29.62, -8.53], [-10.49, 28.58, -9.02], [-10.02, 27.18, -6.41], [-9.87, 26.49, -7.05], [-10.07, 26.78, -5.55], [-12.03, 29.07, -6.32], [-12.62, 29.39, -6.99], [-12.61, 28.47, -5.83]],
  "nbo_charge": [1.71, -0.87, -1.03, 0.55, 0.53, -1.01, 0.53, 0.53, -1.00, 0.53, 0.53],
  "orbital_gap_ha": 0.435,
  "lumo_ev": -4.250,
  "homo_ev": -16.1,
  "e_above_lowest_kcal_mol": 0.0,
  "total_energy_ha": -343.84933,
  "charge": 1
}